Entry 1:
The following is a DFT calculation (ωB97M-V with the def2-TZVPD basis set) of C21H29Br39NO7PS as an isolated structure in a non-equilibrium geometry.

Geometry as XYZ:
```
99
Properties=species:S:1:pos:R:3:mulliken_charge:R:1
C -2.63 0.05 0.42 0.815
C -3.23 -1.16 -0.33 -0.798
O -2.26 -1.53 -1.33 -0.159
P -2.90 -2.40 -2.53 0.911
O -4.31 -2.63 -2.41 -0.870
C -2.51 -1.52 -4.09 -0.844
C -1.14 -0.76 -4.08 -0.410
C -1.29 0.73 -3.79 -0.307
O -0.47 1.45 -4.10 -0.596
O -2.40 1.08 -3.12 0.506
C -2.96 2.34 -3.49 0.814
S -3.19 2.61 -5.30 -0.256
O -4.24 2.34 -2.86 -0.291
N -5.23 1.75 -3.76 0.205
O -5.45 0.67 -3.48 -0.181
O -2.17 -3.85 -2.49 -0.414
C -0.75 -3.75 -2.57 0.044
C -0.07 -5.11 -2.44 -1.260
H -1.96 -0.35 1.18 0.043
H -3.41 0.67 0.85 -0.642
H -2.05 0.59 -0.31 0.088
H -4.18 -0.83 -0.74 0.463
H -3.33 -1.95 0.40 0.405
H -3.29 -0.83 -4.36 0.346
H -2.48 -2.28 -4.87 0.560
H -0.53 -1.12 -3.26 0.233
H -0.64 -0.87 -5.03 0.475
H -2.43 3.18 -3.04 -0.456
H -2.66 1.55 -5.95 0.160
H -0.32 -3.10 -1.81 0.204
H -0.48 -3.32 -3.54 0.241
H -0.45 -5.65 -1.58 0.323
H -0.16 -5.69 -3.35 0.303
H 0.98 -4.90 -2.30 0.390
C 0.10 3.76 0.04 -0.254
Br -0.04 3.00 -1.72 0.201
Br -1.61 4.23 0.80 -0.017
Br 1.12 2.62 1.22 0.063
H 0.66 4.68 -0.07 0.273
C -0.69 1.15 3.84 0.443
Br -1.16 2.95 4.34 -0.021
Br 0.55 0.35 5.08 -0.057
Br -2.26 0.05 3.59 -0.005
H -0.20 1.20 2.88 -0.454
C 1.10 -8.92 -1.10 -0.381
Br 1.60 -7.22 -0.35 0.073
Br -0.82 -9.14 -1.14 -0.029
Br 1.90 -9.19 -2.83 0.037
H 1.49 -9.68 -0.44 0.362
C 3.18 5.10 -3.91 -0.310
Br 2.05 5.64 -5.38 -0.088
Br 2.41 5.59 -2.21 -0.008
Br 3.60 3.22 -3.98 -0.026
H 4.10 5.64 -4.00 0.367
C -5.30 2.42 2.74 -0.054
Br -4.97 4.19 3.43 -0.071
Br -7.15 1.91 2.91 -0.049
Br -4.65 2.23 0.93 -0.004
H -4.72 1.73 3.34 0.056
C 5.31 2.46 1.83 -0.412
Br 7.19 2.64 2.24 -0.077
Br 4.23 2.51 3.42 -0.018
Br 4.74 3.77 0.54 0.114
H 5.18 1.49 1.39 0.383
C 4.73 -7.36 2.80 -0.323
Br 4.58 -8.55 1.29 -0.006
Br 3.60 -5.81 2.60 -0.037
Br 4.41 -8.27 4.46 -0.018
H 5.75 -7.00 2.82 0.344
C -5.12 -3.09 3.38 -0.359
Br -5.37 -1.43 2.43 0.058
Br -4.44 -2.79 5.15 -0.030
Br -6.73 -4.14 3.39 -0.048
H -4.38 -3.66 2.84 0.375
C -2.21 6.82 -2.68 -0.441
Br -2.97 5.15 -2.09 0.074
Br -1.65 7.92 -1.20 -0.048
Br -0.79 6.55 -3.95 -0.003
H -3.00 7.36 -3.20 0.422
C 5.94 -8.84 -4.34 -0.374
Br 4.76 -8.02 -5.63 -0.013
Br 5.89 -7.94 -2.64 0.035
Br 5.59 -10.73 -4.16 -0.007
H 6.94 -8.74 -4.73 0.353
C 5.51 7.94 1.53 -0.356
Br 7.21 8.19 0.66 -0.032
Br 4.20 7.18 0.33 -0.017
Br 5.68 6.89 3.14 0.012
H 5.15 8.91 1.82 0.360
C -6.51 -1.32 8.25 -0.320
Br -4.64 -1.07 8.63 -0.016
Br -7.57 -1.34 9.86 -0.042
Br -7.16 -0.01 6.98 0.038
H -6.62 -2.29 7.79 0.327
C 9.36 6.79 5.32 -0.292
Br 8.63 5.40 4.19 0.022
Br 8.12 8.25 5.58 -0.034
Br 9.97 6.08 7.01 -0.026
H 10.22 7.20 4.82 0.339
```

Values from the calculation:
Orbital gap (eV): 9.261
Maximum force (eV Å⁻¹): 7.23
Net charge: 0


Entry 2:
The following is a DFT calculation (ωB97M-V with the def2-TZVPD basis set) of a 13-piece molecular cluster, C62H156N9O26 overall in a non-equilibrium geometry.

Geometry as XYZ:
```
253
Properties=species:S:1:pos:R:3:mulliken_charge:R:1
C -3.53 0.35 -7.07 -0.656
O -2.31 0.83 -7.50 -0.349
C -1.70 1.75 -6.64 0.097
C -0.28 2.20 -7.02 -0.806
N 0.59 0.95 -7.10 1.203
H 1.57 1.10 -6.90 0.157
H 0.31 0.45 -6.27 -0.567
C 0.56 0.06 -8.33 -0.715
C 0.73 -1.42 -7.99 -0.862
O -0.43 -1.82 -7.31 -0.097
C -0.26 -2.98 -6.56 -0.593
H -4.11 -0.10 -7.87 0.379
H -4.23 1.15 -6.83 0.376
H -3.44 -0.25 -6.17 0.095
H -1.72 1.32 -5.64 -0.146
H -2.33 2.64 -6.54 0.572
H 0.16 2.79 -6.21 0.158
H -0.32 2.74 -7.97 0.484
H 1.30 0.37 -9.06 0.520
H -0.41 0.35 -8.75 0.333
H 1.59 -1.54 -7.33 0.468
H 0.79 -2.04 -8.88 0.536
H 0.54 -2.84 -5.84 0.179
H 0.06 -3.81 -7.20 0.417
H -1.08 -3.36 -5.96 0.049
C 4.91 -2.18 -0.86 -0.731
O 4.77 -1.16 -1.79 -0.397
C 3.87 -1.41 -2.89 -0.564
C 3.81 -0.22 -3.87 0.058
N 3.49 1.05 -3.03 0.703
H 2.65 0.82 -2.53 -1.057
H 4.06 1.26 -2.23 0.682
C 3.28 2.43 -3.71 -0.419
C 3.13 3.57 -2.61 -0.112
O 4.16 3.53 -1.63 -0.468
C 3.94 4.38 -0.50 -0.740
H 5.19 -3.09 -1.40 0.510
H 4.09 -2.33 -0.16 0.148
H 5.78 -1.87 -0.27 0.229
H 2.88 -1.66 -2.51 0.350
H 4.22 -2.32 -3.37 0.744
H 3.00 -0.32 -4.58 -0.432
H 4.80 -0.05 -4.29 0.540
H 2.52 2.39 -4.49 -0.051
H 4.19 2.56 -4.29 0.556
H 2.11 3.48 -2.24 -0.145
H 3.15 4.47 -3.22 0.637
H 4.62 4.30 0.35 0.244
H 2.92 4.41 -0.14 0.152
H 4.17 5.33 -0.98 0.503
C -0.39 -5.17 1.52 -0.584
O -0.19 -3.98 2.29 0.103
C 0.92 -3.15 1.87 -0.851
C 2.29 -3.56 2.41 -1.074
N 2.19 -3.58 3.97 0.272
H 1.75 -2.73 4.30 0.293
H 1.49 -4.25 4.22 0.089
C 3.49 -3.73 4.73 -0.720
C 3.30 -3.56 6.27 -0.518
O 2.30 -4.44 6.69 -0.224
C 2.27 -4.82 8.06 -1.018
H 0.50 -5.56 1.03 0.470
H -1.16 -4.98 0.78 -0.227
H -0.91 -5.92 2.12 0.235
H 0.88 -2.13 2.23 0.023
H 1.06 -3.20 0.79 0.840
H 3.06 -2.84 2.14 0.636
H 2.59 -4.52 1.99 0.364
H 4.25 -3.05 4.34 0.354
H 3.98 -4.67 4.47 0.502
H 3.02 -2.56 6.59 0.316
H 4.28 -3.83 6.65 0.534
H 1.41 -5.45 8.29 0.328
H 2.37 -4.09 8.86 0.415
H 3.14 -5.41 8.37 0.406
C -6.03 -0.16 -0.34 -0.970
O -6.03 -0.34 1.06 0.187
C -7.37 -0.53 1.57 -0.979
C -7.49 0.04 2.97 -0.518
N -7.17 1.50 2.92 0.257
H -6.23 1.51 2.57 -0.244
H -7.82 1.89 2.25 0.365
C -7.41 2.31 4.24 -0.723
C -6.79 1.80 5.50 -0.619
O -5.35 1.65 5.41 -0.166
C -4.83 0.92 6.51 -0.901
H -5.02 0.04 -0.71 -0.059
H -6.55 0.77 -0.55 0.586
H -6.33 -1.01 -0.94 0.402
H -7.71 -1.57 1.48 0.365
H -7.98 0.05 0.89 0.584
H -6.68 -0.27 3.64 0.238
H -8.48 -0.07 3.40 0.477
H -8.49 2.29 4.36 0.421
H -7.00 3.27 3.93 0.346
H -7.15 0.83 5.84 0.458
H -7.00 2.49 6.32 0.459
H -4.95 1.39 7.48 0.420
H -3.74 0.98 6.46 0.159
H -5.02 -0.15 6.41 0.427
C 5.82 7.91 5.37 -0.680
O 5.45 6.88 6.31 -0.332
C 4.08 6.77 6.66 -0.590
C 3.16 6.34 5.43 -0.906
N 3.67 5.17 4.64 0.082
H 4.61 5.33 4.33 0.469
H 3.73 4.36 5.25 0.411
C 2.89 5.01 3.36 -0.722
C 1.79 3.92 3.42 -0.977
O 1.63 3.38 2.08 0.523
C 0.56 2.44 1.98 -1.263
H 5.17 8.11 4.52 0.327
H 6.81 7.55 5.08 0.230
H 5.91 8.84 5.95 0.337
H 3.56 7.59 7.15 0.380
H 4.16 5.99 7.43 0.366
H 3.20 7.24 4.82 0.461
H 2.11 6.13 5.68 0.430
H 3.51 4.71 2.51 -0.037
H 2.57 5.99 3.00 0.575
H 0.93 4.34 3.94 0.531
H 2.12 3.15 4.11 0.442
H -0.42 2.85 2.23 0.603
H 0.70 1.58 2.64 0.392
H 0.49 2.05 0.97 -0.231
C 2.13 0.20 0.34 -0.507
O 2.89 0.35 1.57 0.124
C 4.06 0.94 1.32 0.752
C 4.64 1.57 2.56 -1.219
N 5.05 0.53 3.69 0.163
H 4.32 0.21 4.30 0.340
H 5.53 -0.26 3.28 0.354
C 6.03 1.24 4.63 -0.470
C 7.41 0.76 4.33 -0.840
O 7.83 1.28 3.07 -0.231
C 9.13 1.03 2.70 -0.859
H 2.19 1.12 -0.23 0.299
H 1.11 -0.10 0.56 0.223
H 2.58 -0.61 -0.23 0.160
H 4.00 1.77 0.62 -0.791
H 4.70 0.18 0.86 0.524
H 4.01 2.29 3.07 0.089
H 5.58 2.07 2.31 0.570
H 5.57 1.00 5.59 0.436
H 5.95 2.32 4.51 0.202
H 7.40 -0.31 4.50 0.446
H 8.05 1.08 5.16 0.527
H 9.41 1.57 1.79 0.288
H 9.30 -0.02 2.50 0.349
H 9.97 1.22 3.37 0.346
C -4.06 -3.59 -7.95 -0.775
O -4.15 -3.69 -6.49 -0.250
C -5.37 -3.10 -6.01 -0.664
C -5.33 -3.23 -4.46 -0.399
N -4.98 -4.71 -4.08 -0.179
H -5.55 -5.26 -4.69 0.411
H -4.05 -4.95 -4.40 0.363
C -5.17 -5.13 -2.59 -1.335
C -4.70 -4.12 -1.56 -0.065
O -3.51 -3.47 -1.90 0.438
C -2.32 -4.33 -1.87 -1.083
H -4.98 -3.89 -8.44 0.391
H -3.17 -4.12 -8.27 0.299
H -3.93 -2.57 -8.33 0.197
H -6.24 -3.62 -6.40 0.536
H -5.42 -2.03 -6.22 0.326
H -6.28 -3.23 -3.93 0.467
H -4.47 -2.72 -4.04 0.192
H -4.54 -6.01 -2.48 0.450
H -6.21 -5.46 -2.59 0.452
H -4.73 -4.58 -0.57 0.492
H -5.44 -3.33 -1.42 0.011
H -2.40 -5.09 -1.09 0.486
H -1.43 -3.74 -1.63 -0.020
H -2.24 -4.84 -2.83 0.341
C -0.63 5.63 0.87 -0.080
O -0.90 6.16 -0.47 -0.444
C -0.25 5.41 -1.45 -0.754
C -0.98 4.10 -1.76 0.072
N -1.11 3.92 -3.30 0.569
H -0.24 4.24 -3.71 0.524
H -1.15 2.95 -3.57 -0.417
C -2.31 4.60 -3.90 -0.677
C -3.62 3.87 -3.55 -0.653
O -3.32 2.53 -3.95 -0.280
C -3.86 1.51 -3.13 -0.400
H -1.25 4.81 1.21 -0.051
H -0.72 6.37 1.67 0.421
H 0.41 5.32 1.00 -0.176
H 0.83 5.41 -1.34 0.462
H -0.39 6.09 -2.28 0.524
H -1.97 4.13 -1.30 0.200
H -0.42 3.27 -1.33 -0.164
H -2.10 4.42 -4.95 0.381
H -2.31 5.68 -3.72 0.458
H -4.44 4.15 -4.21 0.542
H -3.96 4.04 -2.53 0.379
H -4.88 1.19 -3.35 0.493
H -3.86 1.74 -2.07 0.148
H -3.22 0.64 -3.17 -0.032
C -2.93 -2.39 1.46 0.223
O -2.97 -2.49 2.87 -0.426
C -2.87 -1.29 3.59 0.918
C -2.56 -1.76 5.00 -1.396
N -1.19 -2.50 4.98 0.303
H -1.12 -3.16 4.21 -0.019
H -0.47 -1.81 4.82 0.334
C -0.71 -3.15 6.32 -0.432
C -1.06 -4.64 6.34 -0.941
O -0.48 -5.25 5.15 -0.141
C -0.54 -6.65 5.20 -1.015
H -3.71 -1.74 1.05 -0.104
H -3.06 -3.36 0.98 -0.001
H -1.98 -1.96 1.15 0.018
H -3.79 -0.72 3.68 -0.231
H -1.99 -0.71 3.31 -0.017
H -3.25 -2.56 5.26 0.445
H -2.55 -0.99 5.77 0.593
H -1.25 -2.59 7.08 0.370
H 0.36 -2.91 6.34 0.272
H -2.14 -4.75 6.31 0.625
H -0.54 -5.05 7.21 0.484
H -0.14 -7.19 4.34 0.332
H -1.59 -6.88 5.40 0.386
H -0.04 -7.06 6.08 0.321
C 4.77 1.16 -8.68 -1.223
C 4.43 0.59 -7.23 0.632
O 5.27 -0.12 -6.67 -0.676
O 3.43 1.08 -6.67 -0.728
H 4.31 2.14 -8.79 0.285
H 4.51 0.53 -9.53 0.294
H 5.84 1.36 -8.70 0.361
C -3.36 1.61 2.17 0.887
C -4.07 2.78 1.43 0.022
O -3.51 3.20 0.39 -0.535
O -5.13 3.16 1.94 -0.803
H -3.80 0.63 2.01 -0.502
H -3.47 1.75 3.24 0.493
H -2.30 1.56 1.92 -0.549
C 3.09 -4.70 -3.01 0.092
C 2.02 -5.75 -2.70 0.132
O 0.85 -5.40 -2.48 -0.592
O 2.34 -6.93 -2.99 -0.728
H 3.13 -3.96 -2.21 -0.415
H 2.85 -4.22 -3.96 0.188
H 4.12 -5.01 -3.14 0.351
C -0.95 -0.85 -2.35 -0.421
C 0.05 0.15 -2.97 0.189
O 0.42 0.08 -4.18 -0.580
O 0.58 0.95 -2.15 -0.741
H -0.40 -1.51 -1.68 -0.139
H -1.45 -1.47 -3.10 0.325
H -1.75 -0.34 -1.81 0.148
```

Values from the calculation:
Orbital gap (eV): 2.164
Maximum force (eV Å⁻¹): 4.33
Net charge: +5


Entry 3:
The following is a DFT calculation (ωB97M-V with the def2-TZVPD basis set) of a 2-piece molecular cluster, C4H14N3O overall in a non-equilibrium geometry.

Geometry as XYZ:
```
22
Properties=species:S:1:pos:R:3:mulliken_charge:R:1
C 0.50 1.62 -1.26 -0.589
C 1.41 0.78 -0.28 -0.628
C 0.48 -0.05 0.57 0.107
C -0.71 0.29 1.17 0.006
N -1.49 -0.62 1.81 -0.450
N 1.14 -1.39 0.57 -0.270
N -0.85 2.34 -0.66 -0.665
H 0.14 0.89 -1.93 0.295
H 0.95 2.53 -1.76 0.350
H 2.07 1.52 0.28 0.269
H 2.20 0.20 -0.72 0.293
H -0.90 1.41 1.22 0.275
H -1.41 -1.51 1.51 0.170
H -2.47 -0.24 2.09 0.295
H 1.90 -1.43 -0.12 0.392
H 0.46 -2.19 0.41 0.342
H 1.74 -1.57 1.39 0.335
H -0.68 3.11 0.07 0.217
H -1.24 2.91 -1.30 0.249
H -1.48 -3.44 -0.76 0.337
H -1.05 -2.14 -1.28 0.346
O -0.69 -3.03 -1.03 -0.675
```

Values from the calculation:
Orbital gap (eV): 9.044
Maximum force (eV Å⁻¹): 6.01
Net charge: +1


Question: Which of these has the highest maximum force?
Answer: C21H29Br39NO7PS